DFT (wB97M-V/def2-TZVPD) results for 3 unconnected molecules or ions with the total composition C19H22NO11 at a distorted geometry.

The geometry in ORCA input format:
```
! wB97M-V def2-TZVPD RIJCOSX def2/J DEFGRID3
* xyz 1 1
C -0.16462 1.25607 2.57513
C -0.88673 0.92566 1.51075
C -1.63231 0.38367 0.16511
N -1.31643 -1.08949 0.09315
C -2.37676 -1.98931 0.70663
O -1.77113 -2.77616 1.75453
C -1.23959 -4.04136 1.27254
O -0.91220 -4.07024 -0.14066
C 0.51803 -4.33726 -0.35299
C 1.43885 -2.99973 -0.15088
O 2.83640 -3.22092 -0.47141
H 0.66098 1.15001 3.38748
H -2.75336 0.63908 0.17166
H -1.05531 0.89098 -0.71102
H -0.45616 -1.22924 0.68371
H -1.09317 -1.44450 -0.85431
H -2.99456 -2.57960 -0.06089
H -3.12978 -1.26554 1.23135
H -1.93012 -4.90307 1.59884
H -0.23220 -4.20873 1.84262
H 0.90127 -5.21681 0.30651
H 0.70923 -4.67807 -1.45313
H 1.29520 -2.62296 0.94723
H 0.95711 -2.17234 -0.82631
H 3.29992 -2.33591 -0.44328
C 3.77665 1.91574 2.35498
C 4.24357 2.68652 3.34001
C 5.54831 2.39595 4.00012
O 5.95447 3.13095 4.88381
C 6.29737 1.21505 3.55317
C 5.82830 0.44275 2.57063
C 4.53729 0.74922 1.89227
O 4.14479 0.03123 0.98285
O 6.51647 -0.66109 2.14824
O 3.54301 3.77324 3.78076
H 2.83231 2.11664 1.86567
H 7.23405 1.00514 4.05238
H 5.97407 -1.04774 1.43201
H 4.08935 4.16366 4.49352
C -2.83312 2.23951 -4.20669
C -3.69388 1.88441 -5.16421
C -5.15574 1.77716 -4.89219
O -5.91651 1.46881 -5.79293
C -5.62297 2.04761 -3.52650
C -4.76170 2.39906 -2.56988
C -3.30415 2.53269 -2.84895
O -2.54488 2.87436 -1.95231
O -5.18508 2.65129 -1.29266
O -3.26727 1.60656 -6.43102
H -1.77000 2.32331 -4.39103
H -6.68386 1.94917 -3.33772
H -4.37772 2.88655 -0.79273
H -4.07568 1.37800 -6.93398
*
```

Output
Frontier orbital gap = 7.954 eV
Largest force on an atom = 7.63 eV Å⁻¹
HOMO = -11.928 eV
Electronic energy = -44058.4630 eV

Atomic partial charges in e from the Löwdin method, atoms 1 to 8: C 0.1117; C -0.0495; C -0.1094; N 0.0369; C -0.1243; O -0.0952; C -0.1839; O -0.1631